Version one
DFT (ωB97M-V/def2-TZVPD) results for one molecule with the formula C11H11NS.

The geometry in XYZ format:
```
24
Properties=species:S:1:pos:R:3:nbo_charge:R:1
S -2.0337 -0.5074 0.5756 0.2552
N 0.2458 -0.0898 -0.7552 -0.4538
C -1.1948 -0.0112 -1.0514 -0.0171
C -1.9446 -1.6558 -2.9928 -0.1824
C -1.5077 -0.8689 -2.1951 -0.0406
C -0.4420 0.0240 2.8045 -0.1979
C 0.5660 -0.0028 0.5899 0.2363
C 1.9718 0.2704 2.5289 -0.1873
C 1.2782 -0.4878 -1.7004 -0.3893
C -1.5851 1.3960 -1.4005 -0.6169
C 1.8395 0.1608 1.1590 -0.2953
C -0.5219 -0.1041 1.4382 -0.2281
C 0.8249 0.2442 3.3494 -0.2419
H -2.6172 1.3710 -1.5813 0.2206
H -2.1937 -2.5868 -3.3922 0.2347
H -1.1973 2.1705 -0.6183 0.2280
H 1.3312 0.1605 -2.6147 0.2006
H -1.3585 -0.1013 3.3657 0.2198
H 0.8553 0.2752 4.4236 0.2114
H 2.7996 0.2450 0.6820 0.2167
H -1.2025 1.7384 -2.3507 0.2167
H 2.8966 0.3641 2.8959 0.2028
H 1.0442 -1.5602 -2.0095 0.1989
H 2.1458 -0.4439 -1.1507 0.2090
```

## Properties
LUMO energy ... 0.892 eV
HOMO energy ... -7.444 eV
Total charge ... 0
Structure (SMILES) ... C#C[C@@]1(C)Sc2ccccc2N1C

=====

Version two
DFT (ωB97M-V/def2-TZVPD) results for one molecule with the formula C11H11NS.

The geometry in XYZ format:
```
24
Properties=species:S:1:pos:R:3:nbo_charge:R:1
S -0.8731 2.1172 -0.8624 -0.0013
N -0.3197 -1.0310 -0.3784 -0.4424
C -2.6247 -1.5189 -0.2345 -0.0786
C 2.7507 0.6075 1.2592 -0.3846
C -3.1037 1.1982 0.2979 -0.2704
C -3.7176 -1.1470 0.4444 -0.2699
C 4.2091 -0.2708 -0.7259 -0.6025
C -3.9680 0.2365 0.7095 -0.1250
C 0.6576 -0.3770 -0.0546 0.4453
C 3.1017 0.6066 -0.1991 -0.1869
C -1.6279 -0.5380 -0.7684 -0.2039
C 1.8366 -0.0150 0.2751 -0.2311
C -1.9154 0.9042 -0.4259 -0.0884
H -1.6412 -0.6296 -1.8701 0.2563
H 4.0293 -0.5208 -1.7718 0.2148
H 5.1648 0.2511 -0.6576 0.2098
H -4.4147 -1.8817 0.8200 0.2207
H -2.3814 -2.5557 -0.4123 0.2202
H 2.4286 1.5314 1.7230 0.2228
H -4.8494 0.5000 1.2727 0.2176
H -3.2900 2.2383 0.5269 0.2305
H 2.9894 1.5448 -0.7352 0.2200
H 3.2890 -0.0552 1.9222 0.2163
H 4.2698 -1.1949 -0.1546 0.2108
```

## Properties
LUMO energy ... -1.059 eV
HOMO energy ... -8.038 eV
Total charge ... 0
Structure (SMILES) ... C[C@@H]1CC1=C=N[C@H]1C=CC=CC1=S

=====

Most stable pick: version one. Distance to second place: 93.8 kJ/mol.

=====

Version one
DFT (ωB97M-V/def2-TZVPD) results for an isolated ion of composition C5H12NOS and charge -1.

The geometry in XYZ format:
```
20
Properties=species:S:1:pos:R:3:nbo_charge:R:1
S -1.4967 1.2955 -1.5205 0.1362
O 1.9157 -2.3983 1.1569 -0.9444
N -0.5968 -1.8676 2.0616 -0.8618
C -0.5172 1.6561 -2.9845 -0.7491
C 0.1979 -0.7201 1.6312 -0.0817
C -0.7098 0.2983 0.9386 -0.4340
C -0.1615 1.0489 -0.2720 -0.4979
C 1.3815 -1.2744 0.7017 -0.0110
H 2.0932 -0.4018 0.6822 0.0632
H -0.9948 -2.2539 1.2052 0.3272
H -0.1329 0.7655 -3.4609 0.2111
H -1.0962 2.3000 -3.6036 0.2133
H 0.6667 -0.2799 2.5126 0.1554
H 0.1026 2.0788 -0.0392 0.1926
H 0.3330 2.2778 -2.7158 0.2077
H 0.6655 0.5366 -0.7281 0.2326
H 0.0939 -2.5626 2.3314 0.3877
H -0.9860 1.0781 1.6568 0.1918
H 0.9038 -1.3701 -0.3134 0.0517
H -1.6619 -0.2071 0.7598 0.2093
```

## Properties
LUMO energy ... 3.041 eV
HOMO energy ... -2.650 eV
Total charge ... -1
Structure (SMILES) ... CSCC[C@@H](N)C[O-]

=====

Version two
DFT (ωB97M-V/def2-TZVPD) results for an isolated ion of composition C5H12NOS and charge -1.

The geometry in XYZ format:
```
20
Properties=species:S:1:pos:R:3:nbo_charge:R:1
S 2.4902 2.6771 -1.0590 -0.0616
O -2.9476 -1.5764 0.6252 -0.9251
N -1.2707 0.0037 0.1006 -0.7457
C 1.4650 1.2160 -1.1412 -0.5736
C 0.2591 -1.4426 1.3906 -0.6322
C 0.0973 -0.4872 0.1541 -0.0430
C 0.9878 0.7724 0.2516 -0.3889
C -2.4206 -0.9942 -0.4246 0.1687
H -1.8081 -1.6442 -1.1654 0.0404
H 0.5079 1.4904 0.8911 0.2068
H -1.5895 0.4691 0.9406 0.3485
H 1.5219 3.6215 -1.2884 0.1260
H -0.4870 -1.0843 2.1276 0.2243
H 1.7605 0.3475 -1.7367 0.2262
H 1.9503 0.5161 0.8333 0.1654
H 0.5519 -1.0508 -0.6887 0.1699
H 1.2257 -1.4370 1.9030 0.1669
H -3.0372 -0.2846 -0.9583 0.0777
H 0.5198 1.3615 -1.7671 0.2420
H 0.2233 -2.4743 1.0116 0.2075
```

## Properties
LUMO energy ... 2.837 eV
HOMO energy ... -2.563 eV
Total charge ... -1
Structure (SMILES) ... C[C@H](CCS)NC[O-]

=====

Version three
DFT (ωB97M-V/def2-TZVPD) results for an isolated ion of composition C5H12NOS and charge -1.

The geometry in XYZ format:
```
20
Properties=species:S:1:pos:R:3:nbo_charge:R:1
S -0.9585 -0.6972 3.6809 -0.0787
O 1.4865 1.5810 -3.0949 -0.9507
N -0.1032 0.4511 -1.7143 -0.7084
C -0.6443 -0.9840 0.8764 -0.4064
C -1.3775 -0.1843 1.9976 -0.5172
C 0.6433 -0.2946 0.4872 -0.4167
C 0.9526 0.4069 -2.7911 0.1369
C 0.4607 0.8879 -0.4476 -0.2404
H -0.2209 1.6300 -0.0237 0.1587
H -1.1693 0.8783 1.8478 0.2101
H 1.3329 -0.9983 -0.0047 0.2100
H 0.4068 -0.0694 -3.6514 0.0633
H 1.6696 -0.3649 -2.4210 0.0551
H 1.2444 -0.0615 1.3830 0.1830
H -0.5266 -1.9898 1.2697 0.1884
H -0.8329 1.0802 -2.0207 0.3407
H -2.4663 -0.1988 1.8783 0.2042
H -1.3324 -0.9831 0.0373 0.2351
H 1.3879 1.4272 -0.6446 0.2155
H 0.0472 -1.5168 3.3560 0.1175
```

## Properties
LUMO energy ... 2.841 eV
HOMO energy ... -2.498 eV
Total charge ... -1
Structure (SMILES) ... [O-]CNCCCCS

=====

Version four
DFT (ωB97M-V/def2-TZVPD) results for an isolated ion of composition C5H12NOS and charge -1.

The geometry in XYZ format:
```
20
Properties=species:S:1:pos:R:3:nbo_charge:R:1
S 1.9643 -1.0649 1.6137 -0.7275
O -0.4231 1.1075 2.0615 -0.7846
N -0.4596 0.0960 -1.3694 -0.6679
C -2.4081 -0.1324 -2.7222 -0.6231
C 0.0535 1.2550 0.6922 -0.0754
C 0.0194 -0.1126 0.0149 -0.0828
C -1.7860 0.6536 -1.5448 -0.2218
C 1.3694 -0.8556 -0.0844 -0.5358
H 1.0776 1.6682 0.5657 0.1739
H 0.2675 0.4439 -1.9923 0.3590
H 0.0855 0.4973 2.5922 0.4994
H -2.4118 0.5266 -0.6658 0.1943
H -1.8601 0.0690 -3.6374 0.1910
H -1.8685 1.7148 -1.7506 0.1597
H -0.7248 -0.7371 0.5720 0.1999
H -3.4518 0.0003 -2.8483 0.1880
H 1.1989 -1.9041 -0.4486 0.1982
H 2.1633 -0.3478 -0.6994 0.1769
H -0.7308 1.9176 0.2332 0.1581
H -2.0609 -1.1913 -2.7805 0.2203
```

## Properties
LUMO energy ... 3.522 eV
HOMO energy ... -2.539 eV
Total charge ... -1
Structure (SMILES) ... CCN[C@H](CO)C[S-]

=====

Most stable pick: version four. Distance to second place: 38.3 kJ/mol.

=====

Version one
DFT (ωB97M-V/def2-TZVPD) results for one molecule with the formula C3H5NOS2.

The geometry in XYZ format:
```
12
Properties=species:S:1:pos:R:3:nbo_charge:R:1
S 1.6274 -0.5955 -1.3508 0.9595
S -1.9814 1.4998 -2.2266 0.0615
O 1.2186 -2.0077 -1.1768 -0.8336
N -1.1898 0.5686 0.2114 -0.6211
C -1.2144 0.8739 -1.0352 -0.0273
C 1.1742 0.0153 0.3589 -0.6165
C -0.1986 -0.3295 0.8251 -0.2548
H 1.9744 -0.5225 1.0907 0.2447
H -0.4041 -1.4253 0.4033 0.2489
H -2.0771 0.8976 0.7534 0.3825
H -0.2409 -0.0766 1.9087 0.2271
H 1.3118 1.1020 0.2379 0.2291
```

## Properties
LUMO energy (spin up / spin down) ... -0.312 / -0.872 eV
HOMO energy (spin up / spin down) ... -8.663 / -7.105 eV
Total charge ... 0

=====

Version two
DFT (ωB97M-V/def2-TZVPD) results for one molecule with the formula C3H5NOS2.

The geometry in XYZ format:
```
12
Properties=species:S:1:pos:R:3:nbo_charge:R:1
S 0.5063 -0.1286 2.7075 -0.2380
S -0.8966 2.2421 -0.4097 0.1448
O 1.5934 -1.1283 0.2971 -0.5320
N 0.5288 -0.3988 -0.0242 -0.0826
C 0.1093 0.1977 1.0541 0.0769
C -1.1306 1.2226 0.7322 -0.3598
C 0.0623 -0.3838 -1.4414 -0.4191
H -1.0085 -0.1948 -1.4845 0.2308
H 1.5344 -1.2461 1.2137 0.4867
H -2.1758 1.0367 1.1493 0.2339
H 0.5745 0.2471 -2.1185 0.2269
H 0.3025 -1.4657 -1.6756 0.2313
```

## Properties
LUMO energy ... -0.894 eV
HOMO energy ... -8.702 eV
Total charge ... 0
Structure (SMILES) ... CN(O)C(=S)C=S

=====

Most stable pick: version one. Distance to second place: 22.8 kJ/mol.

=====

Version one
DFT (ωB97M-V/def2-TZVPD) results for one molecule with the formula C3H5NOS2.

The geometry in XYZ format:
```
12
Properties=species:S:1:pos:R:3:nbo_charge:R:1
S 0.2453 -0.9756 -0.0172 0.4084
S 1.3769 1.7961 -0.0108 -0.0180
O -2.4404 -0.5462 -0.0165 -0.5518
N -2.4216 0.8223 -0.0136 -0.0761
C 2.0336 -1.1814 -0.0087 -0.7560
C -1.2720 1.3415 -0.0035 -0.0432
C 0.0959 0.7517 -0.0145 -0.3819
H -1.3041 2.4484 0.0093 0.2240
H 2.4381 -0.7558 0.8888 0.2361
H -3.3853 -0.7568 0.0408 0.4896
H 2.1314 -2.2398 0.0221 0.2262
H 2.5023 -0.7044 -0.8763 0.2427
```

## Properties
LUMO energy ... -0.735 eV
HOMO energy ... -8.829 eV
Total charge ... 0
Structure (SMILES) ... CSC(=S)/C=N\O

=====

Version two
DFT (ωB97M-V/def2-TZVPD) results for one molecule with the formula C3H5NOS2.

The geometry in XYZ format:
```
12
Properties=species:S:1:pos:R:3:nbo_charge:R:1
S 2.8855 0.4773 0.2138 1.1757
S 1.9391 -1.5043 0.0862 -0.2586
O 3.2332 1.0320 -1.0667 -0.9357
N -0.9098 -1.2516 -0.7453 -0.8450
C 0.1799 0.7043 0.4597 -0.1897
C 1.3562 1.2379 0.7355 -0.4354
C -0.0825 -0.7909 0.3280 -0.0199
H -0.1739 -1.2007 1.3268 0.2420
H -1.3148 -2.2207 -0.6275 0.4000
H 1.5090 2.2964 0.9919 0.2365
H -0.6817 1.3248 0.4414 0.2211
H -1.0616 -0.7742 -1.6179 0.4088
```

## Properties
LUMO energy ... 0.311 eV
HOMO energy ... -8.708 eV
Total charge ... 0

=====

Most stable pick: version one. Distance to second place: 7.4 kJ/mol.

=====

Version one
DFT (ωB97M-V/def2-TZVPD) results for one molecule with the formula C6H6N4O.

The geometry in XYZ format:
```
17
Properties=species:S:1:pos:R:3:nbo_charge:R:1
O -2.0782 1.8585 0.1168 -0.4608
N -3.2049 -0.5599 0.0922 -0.6372
N -1.2445 0.9927 0.0149 0.2223
N 1.0481 1.7694 -0.1071 -0.4287
N -1.8055 -0.5669 0.0336 -0.0744
C 2.6419 0.0463 0.1861 -0.3037
C 0.0626 0.8436 0.0823 0.2645
C 2.2804 1.4371 0.0477 0.0903
C 0.4247 -0.6064 0.0594 -0.1809
C 1.7757 -0.9437 -0.0727 -0.1365
C -0.7397 -1.3558 0.0319 0.0101
H 2.1821 -1.9883 -0.0589 0.2257
H -3.4042 0.4767 -0.0771 0.4052
H 3.6739 -0.1551 0.2028 0.2089
H 2.9510 2.2499 0.1884 0.1991
H -3.7310 -1.1156 -0.6048 0.3771
H -0.8323 -2.3825 -0.1355 0.2189
```

## Properties
LUMO energy (spin up / spin down) ... 0.037 / 0.037 eV
HOMO energy (spin up / spin down) ... -7.491 / -7.492 eV
Total charge ... 0
Structure (SMILES) ... Nn1cc2cccnc2[n+]1[O-]

=====

Version two
DFT (ωB97M-V/def2-TZVPD) results for one molecule with the formula C6H6N4O.

The geometry in XYZ format:
```
17
Properties=species:S:1:pos:R:3:nbo_charge:R:1
O -0.3820 0.8215 0.5674 -0.3124
N -3.2449 -0.6455 -0.6786 -0.4639
N 0.9165 -0.7284 -0.8154 -0.5130
N 1.9133 0.9814 0.2201 -0.5392
N -1.6294 0.3829 0.2473 -0.0354
C 2.8875 0.2529 -0.4001 -0.1063
C 0.7198 0.3463 -0.0708 0.5967
C -2.7138 1.0404 0.6422 -0.1487
C -1.9292 -0.6003 -0.5913 0.1025
C -3.7512 0.3155 0.1114 -0.0877
C 2.2493 -0.7686 -1.0492 -0.0832
H -2.8600 1.8361 1.4522 0.2390
H 1.9877 1.7714 0.8583 0.4310
H -4.8470 0.5710 0.0040 0.2155
H 3.9721 0.4553 -0.2263 0.2273
H 2.6412 -1.4343 -1.7337 0.2097
H -1.1480 -1.2656 -1.1040 0.2680
```

## Properties
LUMO energy ... 0.590 eV
HOMO energy ... -8.693 eV
Total charge ... 0
Structure (SMILES) ... c1cn(Oc2ncc[nH]2)cn1

=====

Most stable pick: version two. Distance to second place: 217.1 kJ/mol.